{"formula": "C4H17InNO4", "method": "ωB97M-V/def2-TZVPD", "charge": 3, "homo_lumo_gap_ev": 1.78, "species": ["In", "O", "O", "O", "O", "N", "C", "C", "C", "C", "H", "H", "H", "H", "H", "H", "H", "H", "H", "H", "H", "H", "H", "H", "H", "H", "H"], "positions_angstrom": [[2.7638, -6.8601, -4.5561], [1.0323, -4.1119, -1.8164], [1.3719, -10.1769, -2.2169], [-0.5599, -4.4530, -5.9886], [4.5986, -2.7544, -5.0594], [6.2533, -4.4415, -3.3478], [7.6499, -2.6480, -2.7462], [6.2611, -3.0147, -3.2127], [5.8351, -2.2407, -4.4941], [4.0934, -2.1081, -6.2194], [1.0300, -3.1784, -1.6047], [5.6566, -2.6485, -2.3829], [3.3911, -1.3173, -5.9559], [-1.1017, -3.7810, -5.5748], [7.0553, -4.7282, -3.8906], [0.3517, -4.4865, -1.2573], [1.7250, -10.9044, -1.7047], [0.4984, -10.0296, -1.8541], [4.8091, -1.6175, -6.8791], [5.9162, -1.1673, -4.3227], [8.0988, -3.3578, -2.0515], [3.6424, -2.8503, -6.8781], [6.6163, -2.3893, -5.2396], [7.7605, -1.6510, -2.3197], [6.5685, -4.7947, -2.4557], [8.4264, -2.7169, -3.5081], [-1.1644, -4.9343, -6.5535]], "forces_ev_per_angstrom": [[-0.350, -0.278, 0.045], [0.448, -0.268, -0.489], [0.256, 0.552, -0.429], [0.684, -0.176, 0.186], [1.493, 1.067, 0.630], [1.650, 1.361, 0.611], [3.157, -0.042, -0.171], [-2.757, 1.607, -0.613], [0.263, -1.598, 0.001], [0.711, -0.148, -0.796], [-0.047, 0.447, 0.136], [-0.662, -0.736, 0.006], [-0.698, 0.076, 0.391], [-0.295, 0.377, 0.216], [-0.004, -0.570, -1.629], [-0.364, -0.211, 0.328], [0.276, -0.491, 0.233], [-0.530, -0.003, 0.173], [0.808, 0.179, 0.621], [-0.769, 0.459, -0.183], [-0.473, 0.040, 0.670], [-0.707, -0.312, 0.557], [0.317, -0.294, -0.650], [-0.699, 0.133, 0.341], [-1.026, -0.944, 1.083], [-0.344, 0.019, -0.871], [-0.339, -0.247, -0.399]]}